[1]
Entry from OMol25: a single C17H12Cl2N2O6S molecule at a distorted geometry (the ωB97M-V functional and the def2-TZVPD basis).

Structure (XYZ):
```
40
Properties=species:S:1:pos:R:3:nbo_charge:R:1
C -6.05949 -2.38635 -0.29652 -0.859
S -4.28043 -2.20908 -0.17962 2.358
O -3.78479 -2.87588 0.97970 -0.916
O -3.65774 -2.47842 -1.43373 -0.915
O -4.28468 -0.59535 0.07852 -0.687
C -3.10361 0.09607 0.10172 0.319
C -3.20351 1.49903 0.09393 -0.268
C -2.08183 2.29092 0.12164 -0.151
C -0.83219 1.66975 0.15400 -0.184
C 0.52540 2.15024 0.17337 0.228
N 0.75661 3.49295 0.18339 -0.610
C 1.74766 4.38198 -0.28233 0.789
N 2.92773 3.86488 -0.64803 -0.835
O 1.42984 5.54743 -0.37189 -0.639
C 1.31881 1.00101 0.20099 0.064
C 2.72426 0.72789 0.34324 0.523
O 3.58193 1.56897 0.59287 -0.580
C 3.09376 -0.71574 0.23998 -0.095
C 3.77636 -1.31342 1.29400 -0.167
C 4.14594 -2.64333 1.24342 -0.240
C 3.84611 -3.38399 0.10932 -0.006
Cl 4.29743 -5.04307 0.02683 0.025
C 3.19819 -2.80461 -0.97066 -0.260
C 2.82567 -1.47248 -0.89960 -0.004
Cl 2.07967 -0.75097 -2.27488 0.033
O 0.51925 -0.13159 0.18473 -0.429
C -0.75331 0.26670 0.15839 0.417
C -1.88044 -0.54513 0.13636 -0.331
H -6.39074 -1.80213 -1.14323 0.254
H -6.48172 -2.02332 0.62971 0.254
H -6.28060 -3.43610 -0.43826 0.259
H -4.18876 1.93519 0.06512 0.231
H -2.17706 3.36618 0.11096 0.219
H -0.09886 4.02425 0.31280 0.412
H 3.26045 2.99931 -0.22250 0.424
H 3.62846 4.54652 -0.89296 0.404
H 4.00808 -0.71776 2.16359 0.233
H 4.66420 -3.10254 2.06967 0.234
H 2.98858 -3.37992 -1.85803 0.244
H -1.80462 -1.61809 0.14398 0.255
```

Summary:
Gap between HOMO and LUMO (eV): 8.0
HOMO (eV): -8.682
Maximum force (eV/Å): 1.21
ΔE to the lowest compared entry with this formula, charge and spin (kJ/mol): 0.0

---

[2]
Entry from OMol25: C17H12Cl3F5NO2OsS as an isolated structure (the ωB97M-V functional and the def2-TZVPD basis).

Structure (XYZ):
```
42
Properties=species:S:1:pos:R:3:nbo_charge:R:1
Os -0.07664 -0.03631 -0.03097 0.997
C -1.10202 0.58145 2.74232 -0.429
N 0.00190 -0.15570 2.07098 -0.332
C -0.02696 -1.55865 2.56542 -0.426
C 1.31239 0.45108 2.47266 -0.268
C 2.35014 0.04128 1.47954 -0.023
C 3.70337 -0.00267 1.75087 -0.213
C 4.58847 -0.31221 0.72206 -0.116
C 4.13525 -0.56622 -0.56938 -0.216
C 2.78110 -0.52003 -0.84292 -0.174
C 1.86943 -0.22684 0.18276 -0.188
H -0.97044 0.51644 3.82376 0.216
H -2.05073 0.12646 2.46381 0.230
H -1.08458 1.62426 2.44083 0.231
H 0.04492 -1.55529 3.65405 0.216
H 0.81230 -2.10889 2.14523 0.231
H -0.96399 -2.02785 2.27660 0.225
H 1.54884 0.16155 3.49852 0.226
H 1.18654 1.53585 2.44558 0.242
H 4.07921 0.20322 2.74531 0.231
H 5.64982 -0.35303 0.92929 0.235
H 4.84396 -0.79788 -1.35245 0.237
H 2.42488 -0.72185 -1.84592 0.222
F -1.98573 -1.72482 -6.15856 -0.255
C -1.74598 -1.79215 -4.86436 0.306
C -1.01372 -0.78486 -4.24649 0.328
F -0.55618 0.24368 -4.94096 -0.267
C -0.78600 -0.89194 -2.89555 0.303
F -0.06922 0.10953 -2.27962 -0.291
C -1.24623 -1.93809 -2.12112 -0.344
S -0.93883 -1.99431 -0.37872 0.289
C -1.97855 -2.92767 -2.76094 0.367
F -2.44835 -3.95518 -2.06695 -0.272
C -2.22696 -2.86165 -4.12335 0.290
F -2.92418 -3.81171 -4.71950 -0.258
Cl -1.76356 4.49418 0.80036 0.075
C -2.37555 3.32001 -0.36190 -0.218
Cl -4.09311 3.04787 -0.10720 0.087
Cl -2.06493 3.86494 -2.01826 0.074
C -1.61980 1.99561 -0.22659 0.724
O -0.41067 2.00461 0.18439 -0.658
O -2.12853 0.90849 -0.53455 -0.635
```

Summary:
Total charge: +1
Gap between HOMO and LUMO (alpha / beta) (eV): 6.7 / 6.7
HOMO (alpha / beta) (eV): -12.313 / -12.314
Maximum force (eV/Å): 0.29
ΔE to the lowest compared entry with this formula, charge and spin (kJ/mol): 0.0

---

[3]
Entry from OMol25: a 11-piece molecular cluster, C17H12Cl40F4NO4S2 overall at a distorted geometry (the ωB97M-V functional and the def2-TZVPD basis).

Structure (XYZ):
```
80
Properties=species:S:1:pos:R:3:mulliken_charge:R:1
C -3.43578 -1.77656 -2.02935 -0.727
C -3.01278 -2.91015 -0.87524 0.277
C -2.14861 -2.14381 0.28887 -0.454
C -2.48488 -2.61038 1.82513 -0.022
C -1.58915 -3.93688 2.31101 -1.030
S -2.45537 -1.23295 3.09724 0.871
O -3.57532 -0.23717 2.71918 -0.618
O -2.91578 -1.89619 4.45466 -0.571
N -0.89373 -0.53467 3.40977 -0.390
S -0.46639 0.72960 2.29069 1.195
O -1.49109 1.90584 2.21052 -0.620
O -0.08619 0.25630 0.86672 -0.645
C 1.12210 1.52502 2.99753 0.405
F 0.81722 2.26063 4.24761 -0.263
F 1.51490 2.55810 1.96992 -0.311
C 2.38057 0.48021 3.09322 0.076
F 3.44877 0.88646 2.10529 -0.337
F 2.04651 -0.93733 2.82566 -0.201
H -3.65987 -0.71358 -1.54389 0.314
H -2.54947 -1.66762 -2.81014 0.270
H -4.39121 -2.12621 -2.64943 0.003
H -3.95779 -3.42596 -0.41672 -0.045
H -2.31509 -3.68465 -1.45528 0.146
H -1.00695 -2.28630 0.05404 0.237
H -2.38684 -0.97729 0.20869 0.201
H -3.60912 -3.01290 1.80601 0.209
H -0.53424 -3.63584 2.71700 0.243
H -2.22158 -4.41553 3.20106 0.274
H -1.55988 -4.77604 1.47275 0.309
H 2.88497 0.65387 4.16087 0.203
C 6.61048 1.78373 -0.15340 0.282
Cl 5.98420 1.26126 -1.73746 -0.063
Cl 8.02558 0.79265 0.28209 -0.127
Cl 7.08979 3.49760 -0.24020 -0.099
Cl 5.34234 1.58355 1.08200 0.158
C -7.22805 -3.61749 -2.53862 0.304
Cl -5.96728 -4.10117 -3.70094 -0.031
Cl -7.45305 -1.85140 -2.60712 -0.094
Cl -8.75989 -4.42783 -2.95264 -0.116
Cl -6.73207 -4.08966 -0.89377 -0.086
C 7.68774 1.90397 -5.20960 0.321
Cl 8.33335 2.11781 -6.85640 -0.076
Cl 8.10418 3.32523 -4.21916 -0.085
Cl 5.91602 1.73057 -5.28416 -0.087
Cl 8.39729 0.44220 -4.47869 -0.081
C -2.04748 -1.45092 8.09195 0.278
Cl -1.86430 0.02734 7.11437 -0.054
Cl -3.74025 -1.60366 8.62635 -0.056
Cl -1.60408 -2.87053 7.11075 -0.082
Cl -0.98120 -1.35695 9.51626 -0.128
C -3.17348 -2.87310 -6.14025 0.275
Cl -1.76964 -2.83902 -7.23685 -0.114
Cl -2.61873 -3.17588 -4.47443 -0.045
Cl -4.01901 -1.30626 -6.20907 -0.091
Cl -4.28665 -4.17113 -6.64069 -0.103
C -7.99777 -0.95734 9.12498 0.293
Cl -8.62405 -1.47981 7.54091 -0.056
Cl -6.58267 -1.94842 9.56047 -0.047
Cl -7.51845 0.75653 9.03818 -0.104
Cl -9.26591 -1.15752 10.36038 -0.099
C 4.54470 5.53544 2.54421 0.263
Cl 5.94853 5.56952 1.44761 -0.080
Cl 5.09945 5.23266 4.21004 -0.123
Cl 3.69917 7.10228 2.47540 -0.116
Cl 3.43153 4.23741 2.04378 0.067
C 10.45510 4.84133 -8.82246 0.282
Cl 11.90596 5.87284 -8.74869 -0.117
Cl 9.82206 4.58805 -7.17640 -0.012
Cl 9.21173 5.63580 -9.82120 -0.043
Cl 10.88056 3.26865 -9.54366 -0.104
C 9.21605 7.94094 -13.12609 0.332
Cl 9.39922 9.41920 -14.10367 -0.104
Cl 7.52327 7.78821 -12.59168 -0.092
Cl 9.65945 6.52134 -14.10728 -0.092
Cl 10.28232 8.03492 -11.70177 -0.054
C -10.36078 -5.57018 7.71865 0.296
Cl -9.71517 -5.35634 6.07186 -0.088
Cl -9.94434 -4.14891 8.70909 0.005
Cl -12.13250 -5.74358 7.64409 -0.107
Cl -9.65123 -7.03195 8.44956 -0.101
```

Summary:
Total charge: -1
Gap between HOMO and LUMO (eV): 7.4
HOMO (eV): -6.579
Maximum force (eV/Å): 6.47